1.
Formula: C56H71N4
Source: OMol25
Level of theory: ωB97M-V with the def2-TZVPD basis set

Calculated values
Lowest unoccupied orbital energy, eV: -4.699
Energy above the lowest of the compared OMol25 structures with the same formula, charge and spin, kJ/mol: 0.00
Orbital gap, eV: 3.22
Net charge: +1
Spin multiplicity: 1

Positions of all 131 atoms, in Å:
1 C 3.490 1.040 -5.167
2 C 3.028 -0.422 -5.098
3 C 2.334 -0.825 -6.400
4 C 2.192 -0.683 -3.848
5 C 0.807 -0.495 -3.821
6 C 0.088 -0.593 -2.633
7 C -1.361 -0.140 -2.552
8 C -2.009 0.066 -3.916
9 C -1.542 1.104 -1.685
10 C 0.739 -1.067 -1.449
11 C -0.019 -1.354 -0.234
12 N -0.916 -2.409 -0.122
13 C -1.564 -3.165 -1.182
14 C -2.939 -2.971 -1.414
15 C -3.804 -2.022 -0.581
16 C -4.533 -2.813 0.500
17 C -4.802 -1.244 -1.435
18 C -3.560 -3.714 -2.428
19 C -2.827 -4.582 -3.232
20 C -1.472 -4.786 -2.980
21 C -0.837 -4.125 -1.921
22 C 0.575 -4.494 -1.500
23 C 1.250 -5.432 -2.501
24 C 0.612 -5.122 -0.106
25 N -1.389 -2.516 1.147
26 N -0.744 -1.543 1.840
27 C -1.076 -1.300 3.226
28 C -1.982 -0.259 3.529
29 C -2.721 0.523 2.429
30 C -2.049 1.851 2.125
31 C -4.191 0.776 2.768
32 C -2.205 0.060 4.871
33 C -1.599 -0.681 5.884
34 C -0.790 -1.772 5.568
35 C -0.536 -2.116 4.240
36 C 0.280 -3.388 3.949
37 C 1.527 -3.142 3.105
38 C -0.597 -4.507 3.381
39 C 0.060 -0.735 1.005
40 C 0.733 0.397 1.437
41 C 2.153 -1.279 -1.484
42 C 2.974 -1.725 -0.271
43 C 3.945 -0.625 0.170
44 C 3.745 -3.024 -0.527
45 C 2.842 -1.056 -2.674
46 H 4.045 1.316 -4.263
47 H 4.147 1.194 -6.031
48 H 2.630 1.717 -5.263
49 H 3.931 -1.041 -4.994
50 H 1.950 -1.848 -6.335
51 H 1.507 -0.148 -6.637
52 H 3.056 -0.786 -7.222
53 H 0.294 -0.218 -4.745
54 H -1.899 -0.958 -2.049
55 H -1.877 -0.822 -4.546
56 H -3.085 0.247 -3.803
57 H -1.558 0.938 -4.409
58 H -1.124 0.956 -0.681
59 H -1.024 1.959 -2.148
60 H -2.610 1.347 -1.583
61 H -3.133 -1.310 -0.080
62 H -3.796 -3.280 1.164
63 H -5.183 -2.155 1.090
64 H -5.144 -3.593 0.027
65 H -4.297 -0.679 -2.228
66 H -5.518 -1.932 -1.899
67 H -5.359 -0.535 -0.806
68 H -4.637 -3.605 -2.592
69 H -3.315 -5.117 -4.046
70 H -0.924 -5.507 -3.590
71 H 1.140 -3.550 -1.464
72 H 1.186 -5.030 -3.519
73 H 2.308 -5.581 -2.252
74 H 0.747 -6.409 -2.470
75 H 0.102 -4.493 0.629
76 H 0.088 -6.089 -0.126
77 H 1.646 -5.285 0.229
78 H -2.679 -0.108 1.527
79 H -1.003 1.698 1.847
80 H -2.560 2.361 1.299
81 H -2.064 2.501 3.008
82 H -4.694 -0.146 3.079
83 H -4.278 1.515 3.575
84 H -4.711 1.171 1.886
85 H -2.871 0.890 5.124
86 H -1.780 -0.423 6.925
87 H -0.348 -2.372 6.369
88 H 0.630 -3.728 4.934
89 H 2.103 -2.293 3.490
90 H 2.171 -4.030 3.110
91 H 1.258 -2.923 2.067
92 H -1.311 -4.839 4.143
93 H -1.178 -4.148 2.523
94 H 0.008 -5.367 3.072
95 H 0.749 0.624 2.503
96 H 1.219 1.014 0.693
97 H 2.279 -1.899 0.558
98 H 3.394 0.301 0.364
99 H 4.460 -0.922 1.092
100 H 4.693 -0.442 -0.611
101 H 3.084 -3.820 -0.894
102 H 4.532 -2.860 -1.274
103 H 4.209 -3.372 0.406
104 H 3.928 -1.197 -2.688
105 C 2.554 8.292 2.055
106 N 1.836 7.058 1.736
107 C 2.231 6.380 0.600
108 C 3.292 6.855 -0.187
109 C 3.646 6.203 -1.367
110 C 2.928 5.060 -1.786
111 C 1.888 4.563 -1.017
112 C 1.524 5.187 0.208
113 C 0.491 4.717 1.025
114 C 0.027 5.479 2.104
115 C 0.796 6.622 2.534
116 C 0.447 7.271 3.734
117 C -0.684 6.891 4.451
118 C -1.510 5.853 3.972
119 C -1.180 5.192 2.797
120 H 2.052 8.820 2.862
121 H 3.589 8.068 2.350
122 H 2.576 8.958 1.184
123 H 3.833 7.756 0.110
124 H 4.464 6.596 -1.970
125 H 3.200 4.577 -2.726
126 H 1.315 3.686 -1.328
127 H -0.005 3.785 0.769
128 H 1.046 8.095 4.125
129 H -0.935 7.425 5.368
130 H -2.407 5.583 4.529
131 H -1.851 4.449 2.372

=====

2.
Formula: C56H83Ge2N6O2S2Ta
Source: OMol25
Level of theory: ωB97M-V with the def2-TZVPD basis set

Calculated values
Lowest unoccupied orbital energy (spin up / spin down), eV: -8.800 / -8.886
Energy above the lowest of the compared OMol25 structures with the same formula, charge and spin, kJ/mol: 26.94
Orbital gap (spin up / spin down), eV: 5.67 / 5.66
Net charge: +3
Spin multiplicity: 2

Positions of all 152 atoms, in Å:
1 Ta -0.447 -0.253 -0.202
2 C -2.280 -2.625 -1.933
3 N -2.466 -1.176 -1.627
4 C -3.848 -0.977 -1.135
5 C -2.412 -0.462 -2.925
6 C -1.010 -0.353 -3.449
7 N -0.148 0.372 -2.494
8 C 1.291 0.101 -2.787
9 C 1.644 -1.356 -2.869
10 C 2.366 -1.814 -3.953
11 C 2.769 -3.148 -4.040
12 C 2.445 -3.976 -2.980
13 C 1.737 -3.572 -1.838
14 C 1.284 -2.256 -1.854
15 O 0.417 -1.763 -0.897
16 C 1.568 -4.602 -0.715
17 C 0.561 -5.671 -1.159
18 C 1.090 -3.993 0.603
19 C 2.929 -5.266 -0.434
20 C 3.564 -3.622 -5.254
21 C 3.929 -5.104 -5.161
22 C 4.860 -2.803 -5.348
23 C 2.725 -3.400 -6.520
24 C -0.414 1.830 -2.691
25 C 0.425 2.765 -1.891
26 C 1.279 3.683 -2.484
27 C 1.962 4.601 -1.699
28 C 1.674 4.614 -0.332
29 C 0.811 3.732 0.314
30 C 0.260 2.745 -0.513
31 O -0.436 1.632 -0.050
32 C 0.465 3.922 1.793
33 C 1.095 2.818 2.645
34 C -1.059 3.923 1.965
35 C 0.963 5.268 2.330
36 C 2.955 5.610 -2.269
37 C 2.433 7.031 -2.015
38 C 4.309 5.427 -1.567
39 C 3.154 5.424 -3.773
40 H -3.031 -2.919 -2.672
41 H -2.402 -3.228 -1.041
42 H -1.289 -2.807 -2.339
43 H -4.562 -1.295 -1.902
44 H -4.006 0.080 -0.936
45 H -4.040 -1.562 -0.240
46 H -2.892 0.511 -2.808
47 H -3.005 -1.021 -3.656
48 H -1.024 0.180 -4.403
49 H -0.579 -1.334 -3.636
50 H 1.865 0.627 -2.030
51 H 1.549 0.563 -3.747
52 H 2.628 -1.115 -4.739
53 H 2.767 -5.005 -3.023
54 H -0.426 -5.234 -1.330
55 H 0.466 -6.442 -0.390
56 H 0.875 -6.161 -2.081
57 H 0.073 -3.619 0.518
58 H 1.739 -3.179 0.936
59 H 1.106 -4.774 1.369
60 H 3.259 -5.915 -1.243
61 H 2.852 -5.886 0.460
62 H 3.704 -4.516 -0.263
63 H 4.558 -5.316 -4.294
64 H 4.493 -5.390 -6.049
65 H 3.044 -5.741 -5.119
66 H 5.452 -2.899 -4.436
67 H 4.662 -1.744 -5.518
68 H 5.465 -3.162 -6.182
69 H 1.797 -3.975 -6.481
70 H 3.284 -3.724 -7.398
71 H 2.470 -2.348 -6.660
72 H -1.466 1.992 -2.458
73 H -0.283 2.051 -3.754
74 H 1.394 3.672 -3.560
75 H 2.139 5.385 0.264
76 H 0.824 1.825 2.291
77 H 0.772 2.909 3.685
78 H 2.184 2.915 2.625
79 H -1.515 3.013 1.573
80 H -1.494 4.782 1.450
81 H -1.307 4.001 3.025
82 H 2.052 5.320 2.380
83 H 0.588 5.400 3.347
84 H 0.602 6.107 1.734
85 H 2.348 7.251 -0.949
86 H 1.450 7.174 -2.469
87 H 3.115 7.762 -2.451
88 H 4.235 5.598 -0.492
89 H 5.034 6.138 -1.965
90 H 4.700 4.420 -1.734
91 H 2.230 5.590 -4.330
92 H 3.534 4.428 -4.015
93 H 3.883 6.149 -4.134
94 C -4.774 3.208 2.466
95 Ge -4.388 2.281 0.797
96 C -6.017 1.704 -0.101
97 C -3.339 3.288 -0.498
98 Ge -3.017 0.353 1.885
99 C -1.697 0.633 3.316
100 C -2.061 1.578 4.281
101 C -1.336 1.711 5.453
102 C -0.235 0.897 5.687
103 C 0.150 -0.023 4.729
104 C -0.576 -0.147 3.547
105 C -4.385 -0.654 2.856
106 C -5.602 -0.983 2.255
107 C -6.586 -1.675 2.947
108 C -6.366 -2.048 4.265
109 C -5.155 -1.746 4.876
110 C -4.172 -1.061 4.179
111 H -5.552 3.936 2.224
112 H -3.904 3.739 2.847
113 H -5.166 2.534 3.227
114 H -6.667 2.583 -0.053
115 H -6.553 0.884 0.366
116 H -5.837 1.479 -1.151
117 H -3.959 3.461 -1.379
118 H -2.433 2.765 -0.789
119 H -3.053 4.254 -0.087
120 H -2.943 2.192 4.146
121 H -1.637 2.441 6.192
122 H 0.310 0.982 6.618
123 H 1.014 -0.655 4.893
124 H -0.261 -0.879 2.819
125 H -5.786 -0.723 1.219
126 H -7.519 -1.924 2.460
127 H -7.137 -2.569 4.817
128 H -4.980 -2.042 5.902
129 H -3.237 -0.840 4.680
130 S -2.051 -2.221 1.204
131 C -1.677 -3.372 2.456
132 N -2.297 -4.540 2.468
133 C -1.874 -5.394 3.583
134 C -0.798 -4.524 4.267
135 N -0.822 -3.298 3.459
136 H -3.012 -4.783 1.802
137 H -1.476 -6.336 3.213
138 H -2.716 -5.604 4.241
139 H 0.189 -4.983 4.232
140 H -1.047 -4.303 5.303
141 H -0.270 -2.485 3.650
142 S 2.159 0.085 0.282
143 C 3.051 0.451 1.698
144 N 4.171 1.205 1.485
145 C 5.004 1.583 2.471
146 C 4.724 1.187 3.749
147 C 3.590 0.388 3.909
148 N 2.778 0.027 2.926
149 H 4.366 1.478 0.528
150 H 5.853 2.188 2.186
151 H 5.355 1.465 4.578
152 H 3.335 0.017 4.897